1.
C2H7O2P in the gas phase at a distorted geometry. Source: the Open Molecules 2025 dataset; level of theory: ωB97M-V/def2-TZVPD.

Each line ends with the natural charge from an NBO analysis.
Positions of all 12 atoms, in Å:
C: 1.342702 1.295828 -0.042898  -0.2470
C: -0.538054 -1.625241 0.002295  -1.0168
O: -2.308144 0.303600 0.981419  -1.0661
O: 0.169846 0.995105 0.743040  -0.8183
P: -1.148538 0.098624 0.186066  2.0023
H: 1.893054 0.399848 -0.086149  0.1740
H: 1.790141 2.045150 0.594300  0.2044
H: 1.168216 1.761943 -0.979051  0.1798
H: 0.611540 -1.526707 -0.177047  0.2384
H: -0.895073 -2.255753 0.796857  0.2607
H: -0.899954 -2.066145 -0.884943  0.2432
H: -1.185740 0.573744 -1.133884  -0.1546

Atomic forces in eV per Å
C -1.3 0.4 2.1
C 2.0 1.7 -0.1
O -2.6 0.3 1.8
O -2.0 -1.1 -0.9
P 4.7 0.2 -1.3
H 1.2 -0.8 -0.4
H 0.8 0.0 -0.1
H -0.5 0.1 -1.1
H -1.9 -0.6 0.8
H 0.5 -0.1 0.7
H -0.7 -0.3 -1.2
H -0.1 0.0 -0.2

The HOMO energy comes out at -10.64 eV. Its spin multiplicity is 1. The gap between HOMO and LUMO comes out at 11.53 eV. The value obtained for the calculated total energy is -572.248961 hartree. The SMILES is CO[P@@H](C)=O. The energy above the lowest of the compared OMol25 structures with the same formula, charge and spin comes out at 0.095 eV.

2.
A molecular structure, C2H7O3P at a distorted geometry. Source: the Open Molecules 2025 dataset; level of theory: ωB97M-V/def2-TZVPD.

Each line ends with the natural charge from an NBO analysis.
Positions of all 13 atoms, in Å:
C: 1.288666 -2.033869 -1.059855  -1.0574
C: 0.108211 1.484292 -0.356382  -0.2664
O: -0.055358 -0.850354 1.119787  -1.0831
O: -2.341395 0.331736 1.209859  -0.9831
O: 1.221267 0.633989 -0.450245  -0.7788
P: 0.842279 -0.816494 -0.004251  2.1161
H: 1.141937 -3.044693 -0.742212  0.2559
H: 2.030858 -1.746704 -1.703344  0.2395
H: -0.423158 1.514549 -1.246246  0.1886
H: 0.418195 2.579087 -0.025995  0.1905
H: -0.524985 1.070018 0.333151  0.2089
H: -2.100405 1.217530 1.490025  0.4593
H: -1.606113 -0.339091 1.435713  0.5099

Atomic forces in eV per Å
C -1.6 1.4 2.9
C 1.5 4.1 1.0
O -0.6 -0.8 1.8
O 0.3 -1.3 0.2
O 1.4 -0.5 -0.6
P 1.5 -2.2 -2.5
H 0.0 -0.3 0.0
H 1.6 0.4 -1.8
H -0.7 0.2 -2.0
H -0.4 -2.4 -0.8
H -1.6 -0.3 1.8
H 0.2 -0.3 0.3
H -1.4 1.9 -0.3

The HOMO energy comes out at -9.59 eV. Its spin multiplicity is 1. The gap between HOMO and LUMO comes out at 9.84 eV. The value obtained for the calculated total energy is -647.431473 hartree. The energy above the lowest of the compared OMol25 structures with the same formula, charge and spin comes out at 1.961 eV.